# 1
{
  "formula": "C19H16Cl4IN3O2SiSm",
  "method": "ωB97M-V/def2-TZVPD",
  "e_homo_ev": [-11.5594, -11.5735],
  "relative_energy_kj_mol": 0.0,
  "largest_force_ha_per_bohr": 0.027,
  "charge": 1,
  "lumo_energy_ev": [-4.2505, -3.5006],
  "multiplicity": 6,
  "s2": 8.765,
  "species": ["C", "H", "H", "C", "C", "Sm", "H", "C", "Cl", "H", "N", "C", "H", "H", "H", "C", "Si", "C", "C", "Cl", "O", "H", "I", "H", "C", "C", "Cl", "H", "H", "N", "C", "C", "H", "C", "C", "C", "H", "C", "O", "H", "N", "C", "C", "Cl", "H", "H", "C"],
  "xyz": [[1.58534, 0.08253, 0.43352], [0.96457, -1.47005, -4.66621], [-3.91289, 2.97052, 1.37177], [0.27959, -2.23314, 2.72968], [1.99689, -1.20428, -4.43492], [-0.56023, -1.97813, -0.92123], [2.15491, 0.65280, 1.16444], [2.37170, 2.77230, -0.28608], [-2.63797, -3.63203, -0.93639], [2.78919, 2.95773, -2.96557], [0.75028, -0.80010, 0.83200], [-0.16487, -1.30017, 4.89613], [-2.61802, 3.20846, -0.76054], [2.46560, -0.79176, -5.32410], [-0.22629, -3.39908, 4.46171], [-2.62104, -0.13345, 1.06194], [-1.64730, -3.74994, -3.01977], [1.81951, 0.39587, -0.98912], [-1.91333, 1.18765, -0.68811], [-4.19294, 0.67714, 3.08304], [1.17758, 2.90248, 0.49608], [-1.33333, 1.25087, -1.60260], [0.42790, -3.90322, 1.51284], [-2.61870, -1.10298, 1.54839], [-0.05026, -2.40805, 4.06750], [0.50176, -0.95440, 2.22331], [-1.75372, -1.44361, -3.21108], [-0.06711, 0.83362, 5.03674], [0.48538, 1.14690, 2.64431], [-1.92324, 0.00477, -0.06593], [0.04309, -0.02606, 4.39034], [0.36960, 0.15138, 3.05546], [0.54267, 3.42043, -0.00865], [1.71659, -0.55161, -2.01455], [2.23798, 1.69795, -1.33377], [-3.33516, 0.92192, 1.60886], [2.64369, 3.71867, -0.75744], [-3.34756, 2.14532, 0.96100], [1.32252, -1.82113, -1.78351], [-0.43281, -1.43741, 5.93412], [2.40520, 1.04835, -3.64193], [-2.62627, 2.27522, -0.21555], [2.04135, -0.18603, -3.34328], [-3.26464, -4.28226, -4.17146], [3.16235, 2.54441, 0.43175], [2.50798, -2.12067, -4.14030], [2.48446, 1.96224, -2.66286]],
  "forces_ev_per_a": [[-0.04, -0.03, -0.39], [-0.05, -0.03, -0.02], [-0.01, 0.01, -0.01], [-0.13, 0.38, 0.56], [0.00, -0.03, -0.02], [0.53, 0.63, 1.10], [-0.01, 0.04, 0.02], [-0.08, 0.02, 0.06], [-0.75, -0.47, 0.14], [-0.02, 0.02, -0.03], [0.13, 0.06, 0.05], [0.00, -0.04, -0.05], [0.00, 0.00, 0.00], [-0.03, 0.01, 0.00], [0.02, -0.02, 0.00], [-0.04, 0.20, -0.02], [-0.16, -0.53, -0.60], [0.10, 0.00, 0.18], [-0.12, 0.04, -0.05], [0.04, 0.04, -0.08], [0.06, 0.01, -0.05], [-0.02, 0.01, 0.01], [0.08, -0.35, -0.14], [0.00, 0.00, 0.02], [0.02, 0.03, -0.07], [0.07, -0.09, -0.33], [-0.42, 0.30, -0.67], [0.01, 0.03, -0.01], [0.03, 0.01, -0.04], [0.12, -0.19, -0.09], [-0.01, 0.01, 0.03], [-0.06, -0.01, 0.12], [-0.02, 0.00, 0.01], [-0.20, -0.74, 0.19], [0.03, 0.01, -0.04], [-0.02, -0.17, 0.11], [-0.03, -0.01, -0.01], [0.01, 0.00, -0.01], [0.52, 0.62, -0.22], [0.01, -0.01, 0.02], [-0.06, -0.07, 0.15], [0.08, -0.05, 0.04], [0.21, 0.37, -0.01], [0.13, 0.09, 0.14], [0.01, -0.07, -0.06], [-0.01, 0.01, 0.04], [0.06, 0.01, 0.06]]
}

=====

# 2
{
  "formula": "C4H6N2",
  "method": "ωB97M-V/def2-TZVPD",
  "e_homo_ev": -8.9536,
  "smiles": "CC1=C(C#N)N1.[H][H]",
  "relative_energy_kj_mol": 447.7,
  "largest_force_ha_per_bohr": 0.021,
  "lumo_energy_ev": 0.3383,
  "multiplicity": 1,
  "species": ["H", "C", "C", "H", "H", "C", "N", "N", "H", "H", "H", "C"],
  "xyz": [[-1.80406, 1.20737, -1.06387], [-1.36854, 0.95128, -0.09107], [1.16340, 0.08658, -0.37400], [-2.08582, 0.32691, 0.44877], [-1.19048, 1.87488, 0.46439], [-0.10882, 0.22227, -0.29335], [0.33140, -1.15921, -0.59757], [3.59360, 0.88303, -0.32773], [-0.83946, -1.72749, 2.19265], [-0.43058, -1.86216, 1.58244], [0.24353, -1.31191, -1.61075], [2.49583, 0.50845, -0.32991]],
  "forces_ev_per_a": [[0.03, -0.06, 0.12], [0.00, 0.00, 0.02], [-0.21, 0.24, 0.05], [0.13, 0.06, -0.06], [-0.01, -0.12, -0.09], [0.28, 0.19, 0.02], [-0.05, -0.24, -0.30], [-1.00, -0.40, 0.02], [0.05, -0.02, -0.01], [-0.08, 0.01, 0.09], [0.02, 0.01, 0.15], [0.85, 0.34, 0.00]]
}